The following is a DFT calculation (ωB97M-V/def2-TZVPD) of a structure of composition C35H58InN4O2SSbSe4.

Results
* charge: -2
* orbital gap: 5.60 eV
* LUMO: 3.76 eV
* ΔE to the lowest compared entry with this formula, charge and spin: 0.0 kJ/mol
* total energy: -12172.43352 a.u.
* 2S+1: 1

Structure (XYZ):
```
106
Properties=species:S:1:pos:R:3:forces:R:3
In -0.6039 -1.7923 0.5074 -0.187 -0.624 0.952
C -3.7957 -2.9939 1.6185 0.687 -0.820 -0.990
N -3.1334 -2.6335 0.3365 -1.079 -0.608 0.201
C -3.2156 -3.8068 -0.5412 1.341 -0.419 0.298
C -3.8616 -1.5186 -0.2903 -0.738 -0.817 -0.665
C -2.9266 -0.6796 -1.1798 -0.863 0.191 1.075
N -1.8233 -0.0970 -0.3590 0.591 -0.508 -1.106
C -0.8789 0.5487 -1.2689 -1.375 2.702 -0.108
C -0.1182 -0.1370 -2.3542 0.580 0.337 0.057
C 0.6064 0.7424 -3.1894 -0.878 -0.723 0.393
C 1.3176 0.2419 -4.2431 0.717 -0.917 -0.107
C 1.2437 -1.1834 -4.4271 1.478 2.117 -1.252
C 0.6123 -2.0592 -3.6244 -0.591 -0.182 -0.063
C -0.0478 -1.5085 -2.4908 -0.437 -0.760 0.624
O -0.6458 -2.2967 -1.6063 0.163 -0.166 0.054
C 0.4139 -3.4829 -4.1050 0.700 -1.521 -1.029
C -1.1159 -3.6333 -4.4385 2.371 2.148 -0.144
C 0.8178 -4.5245 -3.0904 0.469 -0.001 0.992
C 1.2774 -3.8384 -5.4375 -0.433 1.514 0.625
C 2.2522 1.0595 -5.1646 -1.083 -0.169 -0.135
C 2.3133 2.5012 -4.7142 -0.400 0.028 0.574
C 1.6678 1.0137 -6.5834 0.523 0.745 -1.917
C 3.6755 0.5309 -5.1280 -0.495 -1.137 -0.638
C -2.2835 0.9520 0.5979 -1.609 -0.590 -1.369
C -1.4137 1.3363 1.7274 0.045 -1.831 0.304
C -0.9404 2.6117 1.9143 0.308 0.009 2.712
C -0.3548 2.9557 3.1580 0.560 -1.301 -0.472
C -0.1716 1.8686 4.0658 0.490 1.711 0.061
C -0.5867 0.5699 3.8870 -1.101 -0.664 -0.842
C -1.2590 0.2571 2.6808 0.606 0.301 -1.111
O -1.6505 -0.9750 2.3456 0.186 1.038 0.169
C -0.5250 -0.4925 4.9708 1.690 0.935 0.894
C -1.9048 -0.9811 5.2784 -1.501 -1.088 1.225
C -0.0242 0.1881 6.2468 0.223 0.008 0.960
C 0.4031 -1.6662 4.6770 -0.543 0.269 -1.033
C 0.0198 4.4072 3.5469 -0.327 -0.202 0.008
C 1.2754 4.5595 4.3939 0.752 -0.148 0.340
C -1.1204 4.8406 4.4719 4.499 7.431 -1.172
C 0.1673 5.2959 2.3226 -1.477 1.165 -0.315
H -4.8252 -3.3639 1.4989 0.010 -0.047 -0.390
H -3.8373 -2.1235 2.2208 0.338 0.619 0.908
H -3.1865 -3.8085 2.0329 -0.212 0.442 0.371
H -4.2256 -3.8865 -0.9108 -0.671 -0.631 0.046
H -2.8040 -4.7394 -0.0570 -0.684 1.024 -0.293
H -2.5835 -3.6343 -1.3939 0.370 0.088 -0.461
H -4.2716 -0.9478 0.5535 -0.017 0.136 -0.564
H -4.7744 -1.9359 -0.9265 1.593 0.897 1.100
H -3.5330 0.1280 -1.6089 0.117 0.235 -0.072
H -2.5289 -1.2855 -1.9985 0.137 0.191 0.368
H -0.2706 1.1896 -0.6101 0.412 -0.438 -0.287
H -1.5685 1.3277 -1.7532 0.921 -0.504 -0.054
H 0.4514 1.7763 -2.9304 0.462 0.465 -0.283
H 1.7908 -1.5465 -5.2964 -0.168 -0.011 0.250
H -1.6895 -3.6785 -3.5580 -0.709 -0.178 1.088
H -1.3220 -4.3764 -5.1259 -0.342 -2.090 -1.096
H -1.3247 -2.7202 -4.9662 -0.664 0.635 -0.229
H 0.1884 -4.4119 -2.2112 -0.014 -0.266 0.176
H 1.8398 -4.3453 -2.7269 -0.234 -0.092 -0.144
H 0.7731 -5.5583 -3.4591 -0.190 0.228 -0.136
H 0.9345 -3.0725 -6.2018 0.916 -1.018 0.424
H 0.9230 -4.8053 -5.7550 -0.131 -0.430 -0.177
H 2.4327 -3.9328 -5.3211 -2.097 0.647 0.014
H 1.3127 2.9158 -4.6930 -0.255 0.207 0.320
H 2.8827 3.1566 -5.3532 0.457 -0.037 -0.469
H 2.7707 2.5175 -3.7226 -0.191 0.298 0.083
H 0.6318 1.4286 -6.6755 0.881 -0.092 0.344
H 1.6101 0.0222 -7.0427 0.020 -0.233 0.504
H 2.3488 1.5634 -7.3373 -0.940 -0.375 1.163
H 4.0344 0.4513 -4.1070 0.114 -0.089 0.061
H 4.2889 1.1960 -5.7029 0.603 0.482 -0.233
H 3.7243 -0.4482 -5.6416 0.120 0.249 0.504
H -3.1286 0.4346 1.0274 -0.437 0.313 0.458
H -2.7013 1.7790 -0.0356 0.529 -0.173 0.560
H -1.1800 3.3814 1.2464 -0.195 0.796 -1.207
H 0.3616 2.0863 4.9958 -0.277 0.085 -0.383
H -2.5426 -0.1833 5.6878 0.029 0.127 -0.533
H -2.0053 -1.7680 6.1018 0.793 0.683 -1.030
H -2.3076 -1.4093 4.3676 -0.436 0.015 0.012
H -0.6822 1.0317 6.4369 -0.099 0.179 0.383
H 1.0100 0.5793 6.2837 -0.324 -0.344 -0.484
H -0.1027 -0.5082 7.0955 -0.069 0.084 -0.196
H -0.0698 -2.3161 3.9068 0.607 0.090 0.705
H 0.5733 -2.1126 5.6330 -0.102 -1.098 0.483
H 1.3949 -1.3705 4.3549 0.028 0.206 -0.379
H 1.1974 3.9794 5.3527 0.150 0.667 -0.781
H 1.3459 5.6467 4.5958 0.140 -0.556 0.288
H 2.2068 4.2768 3.8676 -0.544 -0.026 0.175
H -1.2405 4.1463 5.0891 -1.013 -5.795 5.603
H -1.9720 4.9585 3.9982 -4.286 0.650 -2.678
H -0.9850 5.8829 5.1405 0.129 -2.459 -1.862
H 1.0554 5.0991 1.7790 0.849 -0.612 -0.698
H 0.2649 6.3638 2.5729 -0.058 -0.204 0.460
H -0.7098 5.2950 1.6224 0.686 -0.312 0.616
Se 3.5977 -4.0225 -0.5793 0.112 0.267 -0.032
Sb 2.4249 -3.0944 1.3141 1.397 0.041 0.618
Se 1.6400 -0.6425 1.2560 -0.257 -0.459 -0.529
Se 0.1957 -4.1702 1.2943 -0.962 0.100 0.032
Se 3.6479 -3.2223 3.4384 -0.269 -0.052 -0.358
N 3.1785 2.4516 2.1881 -0.072 -1.498 1.422
C 3.2223 3.0491 1.0026 0.708 -0.395 -0.294
N 2.8030 2.2771 -0.0244 0.443 1.321 1.418
S 3.8754 4.5762 0.8462 0.090 0.660 -0.366
H 2.8521 1.4789 2.1664 0.151 0.365 0.411
H 3.7673 2.7079 2.9934 -0.678 0.170 -1.168
H 2.3783 1.3987 0.1498 -0.392 -1.118 -0.077
H 2.7791 2.7072 -0.8970 -0.189 0.514 -1.472
```
Forces are in eV/Å.

Mulliken atomic charge list, values in e, 2 entries: 2.077, -1.154